Record 1
Computed, not measured: an isolated molecule of C5H11NO, with ωB97M-V/def2-TZVPD.

Structure (XYZ):
```
18
Properties=species:S:1:pos:R:3:mulliken_charge:R:1
O 2.03 -1.72 -0.90 -0.546
N 0.19 -0.11 0.40 -0.162
C -0.24 0.55 1.62 -0.534
C 1.28 0.50 -0.36 -0.478
C -1.10 0.57 0.41 0.091
C -2.34 -0.27 0.27 -1.389
C 1.67 -0.48 -1.46 -0.503
H -2.57 -0.45 -0.78 0.302
H 0.26 1.48 1.90 0.294
H 1.33 -1.90 -0.25 0.375
H -3.20 0.24 0.72 0.342
H -1.12 1.53 -0.11 0.348
H 1.00 1.48 -0.78 0.364
H -0.48 -0.11 2.45 0.251
H 0.83 -0.59 -2.17 0.239
H 2.14 0.64 0.30 0.334
H -2.21 -1.23 0.76 0.328
H 2.54 -0.11 -2.02 0.344
```

Values from the calculation:
Net charge: 0
Electronic energy (eV): -8899.7071
Structure (SMILES): C[C@H]1CN1CCO

Record 2
Computed, not measured: a structure of composition C52H48AsCaF3N3O3PS7, with ωB97M-V/def2-TZVPD.

Structure (XYZ):
```
119
Properties=species:S:1:pos:R:3:mulliken_charge:R:1
As 2.85 1.45 6.32 0.155
Ca -0.55 -0.44 0.20 2.267
S -6.16 1.60 5.15 -0.386
S -4.69 1.90 2.56 -0.197
S -2.44 1.67 0.60 0.081
S -1.66 -1.27 -2.87 0.496
S -3.42 0.51 4.66 -0.206
S -0.88 -0.07 3.18 -0.190
S 4.29 -2.22 -0.19 -0.395
P 2.07 1.82 1.76 1.752
F 0.85 0.46 -4.59 -0.307
F 2.38 -0.33 -3.29 -0.204
F 2.53 1.71 -4.05 -0.261
O -1.83 -1.58 -1.41 -0.920
O 0.60 2.62 -2.55 -0.404
O 0.22 0.49 -1.66 0.632
N 1.86 -1.46 0.15 0.771
N 0.56 -4.64 1.48 0.088
N -0.49 -2.69 1.06 0.440
C -4.41 1.66 -2.68 -0.474
C -4.82 1.35 4.17 0.103
C -0.31 4.68 -1.61 0.903
C 6.46 -0.24 4.79 -0.683
C 0.98 1.30 -2.32 -0.605
C -3.09 1.32 2.19 -0.549
C -2.75 -3.44 1.82 -0.676
C 4.86 3.37 7.16 -0.339
C 5.51 4.60 7.23 -0.486
C -2.83 -5.76 2.56 -0.360
C -3.64 0.55 -2.37 -0.731
C 4.77 1.50 0.96 -0.822
C -2.47 0.65 3.20 -0.046
C 3.38 4.22 5.49 0.110
C 3.19 -3.37 0.51 -0.955
C 5.67 2.32 -1.11 -0.964
C 3.42 2.86 -0.46 0.150
C 1.71 5.91 2.32 -0.926
C 1.45 3.52 2.04 1.452
C 3.80 3.16 6.29 -0.035
C 0.09 3.65 2.31 -0.401
C -2.62 0.19 -3.23 0.572
C 0.35 6.03 2.58 -0.897
C 4.01 5.46 5.56 -0.703
C -0.21 3.15 -1.50 1.921
C 4.46 2.96 -1.37 0.050
C 2.92 1.54 3.38 -1.101
C 4.02 -1.10 5.77 -0.311
C -1.39 -3.59 1.55 -0.124
C 6.16 -1.59 4.77 -0.378
C -1.61 5.10 -2.30 -1.569
C 3.00 -1.07 -0.30 -0.544
C 5.55 0.68 5.29 0.296
C -0.46 4.91 2.58 -0.396
C 4.32 0.26 5.78 -0.141
C -3.45 -4.54 2.32 -0.775
C 3.55 2.13 0.72 -0.216
C 5.08 5.65 6.42 -0.506
C -3.13 2.01 -4.69 -0.539
C -2.34 0.91 -4.38 -0.379
C -2.79 -2.45 -3.64 -1.180
C 5.82 1.59 0.06 -0.502
C -1.46 -5.92 2.31 -1.219
C 1.68 0.80 -3.54 0.406
C -0.77 -4.83 1.81 0.458
C 4.93 -2.02 5.26 -0.663
C -4.17 2.38 -3.84 -0.528
C 1.91 -2.79 0.60 -0.729
C 2.26 4.66 2.05 -0.997
C 0.89 5.32 -2.30 -1.496
C 1.97 1.51 4.57 -1.218
C 0.70 -3.33 1.03 -0.191
H -1.52 4.99 2.77 0.482
H 1.31 0.64 4.53 0.312
H 4.90 0.89 1.85 0.444
H 3.67 6.26 4.92 0.411
H 1.83 5.07 -1.81 0.235
H 0.22 2.86 -0.54 -1.083
H -2.92 -2.19 -4.69 0.407
H 0.79 6.41 -2.30 0.429
H 2.55 4.10 4.80 0.337
H 4.31 3.51 -2.29 0.468
H -0.97 -6.87 2.50 0.362
H -2.34 -3.44 -3.55 0.419
H 3.06 -1.45 6.13 0.363
H -3.73 -2.41 -3.09 0.321
H 3.43 0.58 3.31 0.721
H 3.16 -0.09 -0.72 0.360
H -3.78 0.01 -1.44 0.513
H 6.34 4.74 7.91 0.368
H -3.41 -6.59 2.95 0.360
H -5.18 1.98 -1.98 0.383
H 1.29 2.36 4.59 0.421
H 2.48 3.34 -0.69 -0.396
H -1.50 0.64 -5.01 0.334
H 0.97 4.98 -3.34 0.278
H 6.86 -2.30 4.36 0.375
H -0.34 5.06 -0.58 -0.199
H 3.50 -4.37 0.76 0.389
H -2.47 4.67 -1.78 0.277
H 2.35 6.79 2.31 0.518
H -0.55 2.78 2.28 -0.237
H 5.58 6.61 6.47 0.372
H 6.75 1.08 0.27 0.422
H -0.07 7.01 2.78 0.363
H -2.92 2.60 -5.57 0.399
H 6.48 2.38 -1.83 0.336
H -1.62 4.73 -3.33 0.333
H 3.69 2.31 3.50 0.532
H 5.79 1.74 5.26 0.307
H -3.24 -2.49 1.67 0.430
H -4.51 -4.43 2.54 0.381
H 1.29 -5.32 1.53 0.202
H 5.20 2.56 7.80 0.365
H -1.71 6.19 -2.32 0.435
H -1.20 2.70 -1.54 -0.181
H -4.76 3.25 -4.07 0.372
H 3.32 4.57 1.84 0.489
H 7.41 0.11 4.40 0.390
H 4.67 -3.07 5.23 0.402
```

Values from the calculation:
Net charge: -2
Electronic energy (eV): -237886.8590

Record 3
Computed, not measured: a structure of composition C5H12N at a distorted geometry, with ωB97M-V/def2-TZVPD.

Structure (XYZ):
```
18
Properties=species:S:1:pos:R:3:mulliken_charge:R:1
N 0.98 1.02 -0.80 -0.373
C -1.71 -0.41 0.14 -0.419
C 0.79 0.21 0.44 0.368
C -1.69 0.61 -1.00 -0.507
C -0.32 -0.93 0.30 -1.071
C 2.17 -0.35 0.58 -1.346
H -0.28 0.89 -1.24 0.256
H 2.44 -0.90 -0.39 0.369
H -2.01 0.09 1.09 0.310
H 2.47 -1.06 1.42 0.363
H -2.68 -1.12 0.30 0.402
H 0.10 -1.46 -0.61 0.395
H -2.36 1.48 -0.85 0.353
H -0.11 -1.66 1.10 0.470
H 0.46 0.68 1.37 0.322
H -2.14 0.30 -1.95 0.344
H 2.92 0.59 0.57 0.336
H 0.96 2.01 -0.47 0.428
```

Values from the calculation:
Net charge: +1
Electronic energy (eV): -6857.1829

Record 4
Computed, not measured: a cluster of 9 separate species, C34H68O16S7 in total at a distorted geometry, with ωB97M-V/def2-TZVPD.

Structure (XYZ):
```
125
Properties=species:S:1:pos:R:3:mulliken_charge:R:1
S -2.46 -1.56 2.18 1.222
S -1.94 1.23 5.83 1.048
S 3.74 -1.72 2.37 1.006
S 4.86 -0.99 -2.74 0.906
S -3.14 3.55 0.62 1.110
S -3.54 0.75 -4.92 1.097
S 1.37 3.14 -0.43 1.080
O 2.38 3.56 -1.34 -0.799
O 5.72 -1.62 -3.71 -0.736
O 4.25 -1.85 -1.78 -0.470
O -2.71 4.80 0.02 -0.766
O -2.67 3.24 1.93 -0.580
O -4.61 1.24 -5.77 -0.702
O -0.88 0.75 5.04 -0.502
O 2.38 -1.85 2.84 -0.534
O 0.80 -2.74 -1.08 -0.714
O -1.60 2.03 6.96 -0.723
O -3.79 0.12 -3.66 -0.555
O 1.33 -2.04 -5.08 -0.537
O -2.32 -0.98 0.84 -0.659
O 4.14 -0.57 1.56 -0.676
O 0.23 2.34 -0.89 -0.322
O -3.37 -0.78 3.03 -0.804
C 2.71 -3.69 -4.13 -0.793
C 4.26 -3.22 1.43 -0.179
C -1.48 -3.82 1.64 -0.554
C 0.34 -1.63 -1.01 0.081
C -1.12 0.66 -6.08 -0.113
C 1.97 2.50 1.15 0.207
C 1.42 -3.20 -4.73 0.956
C 0.84 2.81 2.09 0.023
C -4.48 0.99 6.41 -0.666
C 0.59 4.57 0.26 -1.005
C -5.28 2.15 -0.24 -0.623
C 5.01 -1.98 3.71 -0.909
C 0.30 4.27 1.69 -0.572
C -0.81 -1.85 2.94 -0.137
C -2.81 -3.28 2.09 -1.005
C -0.77 -1.27 -1.90 -0.809
C 0.90 -0.71 -0.05 3.653
C -3.22 0.12 6.36 -0.446
C -2.38 -0.17 -5.89 -0.544
C -4.21 2.40 5.76 -0.752
C -4.11 1.21 -0.16 -0.170
C 4.52 1.47 -1.90 0.404
C 5.55 0.39 -1.85 -0.829
C 3.82 1.38 -3.29 -1.295
C -1.55 2.11 -5.96 -0.925
C -2.88 2.09 -0.38 1.401
C 5.24 -3.50 3.71 -0.499
C -3.05 2.16 4.80 -0.030
C -2.39 2.19 -4.66 -0.339
C 0.36 -4.28 -4.84 -1.308
C 5.34 -3.91 2.25 -0.724
C -4.95 3.32 0.66 -0.833
C -0.43 -3.31 2.64 0.073
C 3.52 -0.06 -3.51 0.043
H -0.39 0.34 -5.26 -0.160
H 1.28 2.69 3.14 0.481
H -0.64 -3.79 -4.83 0.221
H 0.56 -3.33 2.20 -0.400
H -0.92 -1.55 3.98 0.602
H -5.42 2.46 -1.29 0.273
H -2.48 3.01 4.48 0.471
H -5.27 0.47 5.83 0.304
H -6.25 1.69 0.10 0.337
H 6.44 0.79 -2.53 0.278
H 5.21 -4.98 2.24 0.303
H 3.57 -3.04 -4.28 0.062
H -3.92 3.11 6.62 0.281
H -2.03 1.54 -0.01 -1.155
H -2.99 -0.35 7.32 0.567
H -0.13 -1.16 2.41 -0.349
H 2.84 3.07 1.44 0.698
H 3.46 -0.31 -4.51 0.748
H 2.61 -0.43 -3.02 -0.317
H -2.81 -0.30 -6.91 0.405
H 4.91 2.48 -1.68 0.574
H 2.55 -3.82 -3.07 0.168
H -4.80 1.13 7.42 0.332
H -2.74 2.38 -1.44 0.047
H -4.00 0.73 0.88 -0.129
H 1.80 -0.21 -0.43 -0.861
H -3.19 1.50 3.94 -0.257
H -3.65 -3.40 1.43 0.457
H 2.20 1.43 0.95 -0.693
H 2.95 1.94 -3.26 0.567
H 4.58 -1.53 4.67 0.381
H -0.78 4.40 1.84 0.086
H -1.01 -2.17 -2.48 0.376
H -3.27 -0.70 5.64 0.059
H -1.68 -0.80 -1.45 0.012
H 4.55 -2.95 0.40 0.046
H 6.11 -3.74 4.33 0.369
H -0.75 2.88 -5.89 0.339
H 0.16 0.08 0.16 -1.054
H -2.14 2.35 -6.80 0.406
H -1.80 2.09 -3.76 -0.059
H -2.10 -1.22 -5.54 0.156
H 0.38 -4.85 -3.89 0.328
H 3.34 -3.76 1.33 0.324
H -0.60 0.43 -7.02 0.411
H -5.28 3.33 1.75 0.283
H -0.27 4.81 -0.34 0.457
H -4.07 0.39 -0.87 0.346
H 1.33 5.38 0.14 0.326
H -5.00 2.88 5.21 0.380
H -0.01 2.13 1.90 -0.338
H -2.99 -3.54 3.11 0.409
H 3.70 1.26 -1.13 -0.649
H -5.42 4.26 0.31 0.426
H 1.07 -1.15 0.92 -0.847
H 2.91 -4.67 -4.63 0.448
H 4.38 1.73 -4.14 0.306
H -1.19 -3.43 0.65 -0.019
H -3.01 3.05 -4.53 0.615
H 5.80 -1.31 3.37 0.381
H 0.78 4.98 2.36 0.491
H 6.25 -3.62 1.76 0.359
H 5.87 0.08 -0.85 0.381
H -0.47 -3.94 3.51 0.474
H 0.55 -4.79 -5.74 0.483
H -0.40 -0.57 -2.65 0.178
H -1.54 -4.88 1.59 0.611
H 4.36 -3.98 4.14 0.289
```

Values from the calculation:
Net charge: 0
Electronic energy (eV): -144963.8731
Structure (SMILES): O=S1(=O)CCCC1.O=S1(=O)CCCC1.O=S1(=O)CCCC1.O=S1(=O)CCCC1.O=S1(=O)CCCC1.O=S1(=O)CCCC1.O=S1(=O)CCCC1.CC(C)=O.CC(C)=O

Record 5
Computed, not measured: a structure of composition C22H28BrCrN at a distorted geometry, with ωB97M-V/def2-TZVPD.

Structure (XYZ):
```
53
Properties=species:S:1:pos:R:3:mulliken_spin:R:1
Br -0.95 -2.15 -0.82 0.036
Cr 0.32 -0.63 -2.43 3.024
N -0.66 0.33 0.36 -0.023
C 2.25 0.26 -2.40 0.003
C -0.19 -0.39 -4.45 -0.055
C -0.11 -0.02 1.53 0.058
C 2.27 0.32 -0.98 -0.005
C -2.44 1.01 -1.20 0.035
C 1.05 -2.25 -3.81 0.063
C 0.95 -0.99 1.57 0.001
C -3.02 0.19 1.04 0.000
C 1.70 -1.24 2.70 -0.003
C -1.10 -1.29 -3.80 0.040
C 1.34 -0.63 3.91 0.007
C 1.31 1.30 -2.85 -0.026
C -1.98 0.98 0.26 -0.011
C -0.31 -2.43 -3.39 -0.060
C 2.90 -2.13 2.72 -0.002
C 1.10 -1.02 -4.51 -0.164
C 0.76 1.92 -1.68 0.097
C 1.46 1.41 -0.57 -0.032
C -0.26 0.75 5.30 -0.001
C 0.20 0.18 3.98 0.008
C -1.90 2.42 0.74 -0.002
C -0.51 0.47 2.82 -0.001
H -3.03 -0.85 0.69 0.001
H -3.46 1.45 -1.22 0.005
H -0.53 0.48 -5.00 0.002
H -2.15 -1.10 -3.58 -0.003
H -2.81 0.12 2.10 0.000
H 0.53 1.34 5.77 0.000
H 1.44 1.83 0.44 0.008
H 1.18 -1.55 0.67 -0.016
H -2.46 0.01 -1.64 -0.021
H 3.16 -2.47 1.72 -0.001
H -1.60 2.50 1.78 0.000
H -1.12 1.40 5.14 0.000
H -0.69 -3.37 -3.02 0.003
H -4.02 0.63 0.87 0.000
H -1.14 2.93 0.15 0.001
H 1.90 -0.85 4.82 0.000
H -0.59 -0.02 6.01 0.000
H 2.88 -0.30 -0.33 0.004
H 1.92 -0.73 -5.16 -0.003
H -2.86 2.93 0.56 0.000
H 1.79 -3.05 -3.81 -0.004
H 1.20 1.70 -3.86 0.016
H 2.75 -3.02 3.34 0.000
H 0.05 2.75 -1.69 -0.001
H -1.80 1.66 -1.80 0.013
H -1.39 1.12 2.88 0.001
H 2.93 -0.36 -3.00 0.011
H 3.76 -1.58 3.14 0.001
```

Values from the calculation:
⟨S²⟩: 3.88
Net charge: -1
Electronic energy (eV): -123219.7902
Spin multiplicity: 4

Record 6
Computed, not measured: a cluster of 5 separate species, C8H26N2O5 in total at a distorted geometry, with ωB97M-V/def2-TZVPD.

Structure (XYZ):
```
41
Properties=species:S:1:pos:R:3:mulliken_charge:R:1
O -2.26 -0.66 4.07 -0.506
O 0.60 2.61 -4.27 -0.695
O 0.88 3.77 0.68 -0.537
O 0.08 2.04 -1.34 -0.472
O -0.23 -5.22 2.76 -0.513
N -0.57 0.86 -5.00 -0.338
N 1.53 0.98 -5.36 -0.485
C 0.27 -4.78 1.55 -0.222
C 0.47 1.54 -4.77 0.787
C -2.21 0.16 3.03 -0.352
C -0.31 0.72 -1.43 -0.072
C 1.40 2.60 2.53 -0.506
C -0.26 0.21 -0.06 -0.922
C -0.84 -3.91 0.97 -0.738
C 2.00 3.33 1.43 -0.337
H 0.98 3.42 3.10 0.274
H -2.85 -0.24 2.23 0.295
H 0.32 -5.68 0.94 0.260
H -1.31 0.62 -1.84 0.128
H -0.41 -0.86 0.09 0.182
H -1.46 1.01 -4.54 0.226
H 0.71 1.77 2.38 -0.027
H 2.23 2.14 3.07 0.301
H -1.78 -4.45 0.85 0.307
H -2.67 1.09 3.36 0.342
H 0.40 0.21 -2.08 0.332
H 1.23 -4.29 1.66 0.273
H -3.00 -1.24 3.89 0.338
H 0.77 0.21 0.30 0.357
H -0.41 -3.62 0.01 0.293
H 2.52 2.59 0.82 0.261
H 0.46 2.29 -2.19 0.276
H 2.64 4.15 1.77 0.291
H 0.53 3.01 0.21 0.370
H 1.58 0.06 -5.77 0.142
H 2.43 1.43 -5.21 0.210
H -0.56 0.08 -5.65 0.164
H -1.20 0.33 2.65 -0.135
H 0.24 -6.02 3.02 0.298
H -1.04 -2.97 1.48 0.040
H -0.91 0.69 0.67 0.109
```

Values from the calculation:
Net charge: 0
Electronic energy (eV): -21933.1818
Structure (SMILES): NC(N)=O.CCO.CCO.CCO.CO

Q: The highest electronic energy belongs to which entry?
A: C5H12N

Q: The lowest electronic energy belongs to which entry?
A: C52H48AsCaF3N3O3PS7

Q: Which value of electronic energy does entry 5 give?
A: -123219.7902 eV